DFT (ωB97M-V/def2-TZVPD) results for C2H2O3S in the gas phase at a distorted geometry.

Spin multiplicity: 1
Frontier orbital gap (Ha): 0.347
Energy above the lowest of the compared OMol25 structures with the same formula, charge and spin (kcal per mole): 84.4
SMILES: O=CC=S(=O)=O
Total energy (hartree): -701.2059
HOMO (eV): -10.08
Molar mass (g mol⁻¹): 106.1

Each atom is followed by the atoms it is bonded to, with distances in Å.
Cartesian coordinates (Å):
1 C -0.8559 0.5346 -0.2906  C2 1.440, O4 1.224, H7 1.073
2 C -0.3086 -0.7781 -0.0633  C1 1.440, S6 1.675, H8 1.041
3 O -1.1147 -3.2763 -0.1025  S6 1.426
4 O -2.0593 0.7515 -0.3458  C1 1.224
5 O -2.7360 -1.4570 -0.7250  S6 1.377
6 S -1.4982 -1.9238 -0.3426  C2 1.675, O3 1.426, O5 1.377
7 H -0.0591 1.2516 -0.3309  C1 1.073
8 H 0.7191 -0.9406 -0.0778  C2 1.041

Here are the Löwdin charges for atoms 1 to 6, given in e: C -0.346; C -0.181; O -0.276; O -0.001; O -0.216; S 0.846